Below is C20H22N2O3Zn as an isolated structure at a distorted geometry, with properties calculated with ωB97M-V/def2-TZVPD.

The geometry in ORCA input format:
```
! wB97M-V def2-TZVPD RIJCOSX def2/J DEFGRID3
* xyz 0 1
C -1.4345 0.4736 1.9559
C -1.9268 1.5044 0.8285
H -2.0887 -0.3520 1.6212
H -1.7627 0.8874 2.9785
H -0.4742 -0.0332 2.3233
H -1.4757 2.2401 0.0226
H -2.7913 1.0527 0.2613
H -2.3378 2.2956 1.5187
C 1.7048 -1.6577 1.2805
C 2.8912 -2.3365 1.5944
C 4.0982 -1.9176 1.0048
C 4.0623 -0.8338 0.1276
H 0.7216 -2.0031 1.5950
H 2.8192 -3.1844 2.2717
H 5.0385 -2.4089 1.2472
H 4.9447 -0.5058 -0.4250
N 1.7286 -0.5059 0.5847
C 2.8683 -0.1150 -0.0415
C 2.7801 1.0907 -0.9047
N 1.5877 1.7363 -0.9581
C 1.3769 2.8122 -1.7425
C 3.7009 2.7094 -2.4629
C 2.4434 3.3429 -2.4728
H 0.3588 3.2263 -1.7512
H 2.2506 4.2170 -3.0861
C 3.8474 1.5537 -1.6851
H 4.7565 0.9754 -1.6962
H 4.5343 3.0912 -3.0467
Zn 0.2714 0.9076 0.3092
C 0.6126 2.1150 1.9731
H 1.3597 2.8484 1.6704
H 1.0399 1.5122 2.7955
H -0.2169 2.6593 2.3723
O -2.4666 -3.9127 0.1520
C -3.0891 -2.7718 -0.2691
C -4.4363 -2.8054 -0.1432
C -5.1221 -1.6536 -0.4539
C -4.5454 -0.6372 -1.2055
C -3.1842 -0.7433 -1.5558
C -2.4213 -1.6743 -0.8900
C -0.9105 -1.4726 -0.7278
O -0.3089 -2.4345 -0.1495
O -0.4780 -0.3277 -1.1180
H -1.4758 -3.7555 0.0357
H -4.8916 -3.6936 0.2129
H -6.1787 -1.6261 -0.1635
H -5.1221 0.2278 -1.5145
H -2.6582 -0.1168 -2.2735
*
```

Its energy is -78635.389 eV. As for the maximum force: 0.057 hartree/bohr. The calculation puts the LUMO energy at -0.64 eV. For the gap between HOMO and LUMO, the calculation gives 6.7 eV. The HOMO energy is -0.268 Eh.

The net atomic charges from Mulliken, expressed in e, are: C -1.105; C -0.281; H 0.315; H 0.421; H 0.342; H -0.047; H 0.170; H 0.479; C -0.038; C -1.016; C -0.506; C -0.966; H 0.530; H 0.385; H 0.426; H 0.312; N 0.702; C 0.805; C 0.475; N 0.395; C -0.179; C -0.545; C -0.652; H 0.447; H 0.389; C -0.788; H 0.379; H 0.429; Zn 0.011; C -1.654; H 0.372; H 0.320; H 0.443; O -0.656; C 0.450; C -0.529; C -0.456; C -0.488; C -0.489; C 0.151; C 1.020; O -0.908; O -0.901; H 0.400; H 0.466; H 0.363; H 0.415; H 0.392

---

Below is a 2-piece molecular cluster, C39H33BO4 overall at a distorted geometry, with properties calculated with ωB97M-V/def2-TZVPD.

The geometry in ORCA input format:
```
! wB97M-V def2-TZVPD RIJCOSX def2/J DEFGRID3
* xyz 0 1
C -2.9493 -1.9031 1.8309
C -1.5435 -1.6782 1.6107
C -0.5435 -1.4885 2.5493
C 0.6585 -1.3514 1.9180
C 0.4319 -1.3875 0.4161
B -2.0434 3.0858 -0.3729
C -1.5728 3.0764 1.0650
C -1.8248 3.8627 2.1715
C -0.9836 3.4016 3.2210
C -0.2622 2.3330 2.7037
C 0.8131 1.6124 3.3400
O -0.6536 2.0896 1.4207
C 1.0047 -2.7148 -0.0786
C 0.4888 -3.7257 -0.8879
C 1.4761 -4.7491 -0.9599
C 2.4770 -4.4015 -0.1057
C 3.7978 -4.9282 0.1175
O 2.1660 -3.2061 0.4802
C -2.9069 1.8591 -0.4221
C -3.0249 0.5373 -0.8888
C -4.2858 0.0672 -0.4660
C -4.8396 1.0689 0.3158
C -6.1051 1.0726 1.0047
O -4.0456 2.1761 0.3775
O -1.0550 -1.5155 0.3838
H -3.0852 -2.0693 2.9047
H -3.4964 -1.0069 1.5390
H -3.2751 -2.7819 1.2761
H -0.6863 -1.3828 3.6173
H 1.6193 -1.4319 2.4261
H -2.5271 4.6784 2.2198
H -0.8488 3.7961 4.2131
H 1.7240 2.2290 3.4165
H 0.5246 1.3734 4.3723
H 1.0947 0.6794 2.8391
H -0.4423 -3.7156 -1.4536
H 1.4363 -5.6002 -1.6436
H 3.7899 -5.9956 0.3233
H 4.4174 -4.8226 -0.7755
H 4.3090 -4.4458 0.9361
H -2.2998 -0.0439 -1.4521
H -4.7292 -0.8911 -0.7260
H -6.9140 1.1587 0.2688
H -6.2269 0.1046 1.5143
H -6.1444 1.8917 1.7255
C 0.7201 -0.2215 -0.3981
C 1.1236 -0.9099 -1.7063
C 2.4807 -1.2356 -1.8464
C 2.8946 -2.0191 -2.9115
C 2.0546 -2.1421 -4.0288
C 0.7204 -1.7245 -3.9242
C 0.2135 -1.3011 -2.6995
C -0.0788 1.2439 -1.2377
C 0.6091 2.4099 -0.8454
C 0.3560 3.6971 -1.3292
C -0.5893 3.8840 -2.3452
C -1.1857 2.7392 -2.8852
C -0.8311 1.4413 -2.4142
C 1.7652 2.0344 -0.0700
C 1.7650 0.6681 0.2947
C 2.8731 0.1739 0.9924
C 4.0118 0.9812 1.1425
C 4.0072 2.3323 0.7614
C 2.8390 2.8780 0.2080
H 3.1578 -0.9484 -1.0424
H 3.8764 -2.4950 -2.8300
H 2.4594 -2.5915 -4.9388
H 0.0705 -1.8186 -4.7970
H -0.8656 -1.2539 -2.5164
H 0.9319 4.5439 -0.9661
H -0.7684 4.8667 -2.8171
H -1.8727 2.8072 -3.7596
H -1.1744 0.5929 -3.0137
H 2.9051 -0.8746 1.2760
H 4.8843 0.4894 1.5842
H 4.9300 2.9186 0.8558
H 2.8025 3.9169 -0.0776
*
```

Its energy is -49832.522 eV. As for the maximum force: 0.122 hartree/bohr. The calculation puts the LUMO energy at -1.49 eV. For the gap between HOMO and LUMO, the calculation gives 2.7 eV. The HOMO energy is -0.155 Eh.

The net atomic charges from Mulliken, expressed in e, are: C -1.255; C 0.557; C -1.067; C -1.495; C 2.550; B -0.240; C 0.688; C -1.693; C -1.006; C 0.529; C -0.904; O 0.608; C -0.009; C -0.654; C -0.811; C 0.398; C -1.575; O -0.317; C 0.880; C 0.455; C -1.410; C 0.814; C -1.368; O -0.362; O -0.371; H 0.401; H -0.019; H 0.290; H 0.421; H 0.738; H 0.495; H 0.544; H 0.182; H 0.422; H 0.058; H 0.590; H 0.435; H 0.388; H 0.277; H 0.356; H 0.025; H 0.443; H 0.289; H 0.332; H 0.327; C 2.085; C 0.018; C -0.375; C -0.557; C -0.889; C -1.369; C -0.155; C 0.639; C 0.262; C -0.338; C -1.143; C -0.992; C 0.118; C -0.451; C 0.060; C 0.143; C -1.057; C -1.282; C -0.583; H 0.325; H 0.440; H 0.407; H 0.439; H 0.979; H 0.477; H 0.423; H 0.346; H 0.451; H 0.393; H 0.434; H 0.384; H 0.433

---

Energy relative to the best compared isomer or geometry (same formula, charge and spin), respectively: 0.000 6.875 eV.